Entry 1:
Molecular formula: C7H13N
Method: DFT, ωB97M-V with the def2-TZVPD basis set

```
21
Properties=species:S:1:pos:R:3
N -0.760 0.470 1.200
C 0.290 -0.479 1.642
C -1.573 0.342 0.085
C -3.194 0.823 -1.534
C 2.566 -0.370 0.645
C 3.452 -0.629 -0.543
C 1.308 -0.842 0.578
C -2.135 1.313 -0.645
H 2.979 -0.004 1.548
H 0.864 -1.518 -0.156
H 4.306 -1.306 -0.180
H -3.190 1.067 -2.535
H 0.586 -0.391 2.645
H 2.755 -1.124 -1.304
H -1.860 2.358 -0.647
H -0.488 1.336 1.428
H 3.725 0.390 -0.959
H -3.237 -0.343 -1.876
H -1.889 -0.753 0.012
H -4.197 1.035 -1.221
H -0.307 -1.376 1.817
```

- E_LUMO (eV) = 1.1
- HOMO (eV) = -7.632
- ΔE to the lowest compared entry with this formula, charge and spin (kJ/mol) = 307.4
- SMILES = C/C=C/CN/C=C/C

Mulliken atomic charge list, values in e, 5 entries: -0.18, -1.47, -0.13, -1.18, -0.08

=====

Entry 2:
Molecular formula: C7H13N
Method: DFT, ωB97M-V with the def2-TZVPD basis set

```
21
Properties=species:S:1:pos:R:3
N 1.099 1.757 -0.461
C -1.791 1.156 -0.181
C 0.516 0.534 -0.988
C -1.281 -1.225 -0.888
C 2.562 -0.391 0.217
C -0.750 0.091 -0.383
C -0.124 -0.065 1.554
C 1.547 0.682 0.099
H -1.007 -0.653 1.815
H 3.259 -0.144 1.023
H 0.788 0.188 -1.980
H -2.051 -1.615 -0.218
H 2.111 -1.360 0.432
H -0.262 0.926 1.981
H -2.595 0.817 0.477
H -1.338 2.065 0.219
H -1.751 -1.092 -1.871
H -0.485 -1.965 -0.996
H 0.669 -0.647 2.026
H -2.229 1.409 -1.156
H 3.117 -0.467 -0.722
```

- E_LUMO (eV) = 0.8
- HOMO (eV) = -8.146
- ΔE to the lowest compared entry with this formula, charge and spin (kJ/mol) = 459.3

Mulliken atomic charge list, values in e, 5 entries: -0.79, -1.56, -0.45, -1.59, -1.29

=====

The records above yield DFT total energy values of -329.1544 -329.0965 Eh, respectively.